# 1
Here is a molecular structure, C3H14N2O from the OMol25 dataset. Energies are from ωB97M-V/def2-TZVPD.

Geometry as ORCA input:
```
! wB97M-V def2-TZVPD RIJCOSX def2/J DEFGRID3
* xyz 2 1
C -0.396 -1.525 -0.513
C 1.019 -0.913 -0.577
C 0.722 0.541 -0.299
N 2.347 1.593 -0.004
N -1.163 -1.180 0.743
H -1.056 -1.222 -1.315
H -0.294 -2.633 -0.534
H 1.737 -1.109 0.237
H 1.611 -0.896 -1.487
H 0.496 0.810 0.731
H 0.455 1.252 -1.070
H 2.251 2.533 0.382
H 3.105 1.817 -0.673
H 2.940 1.220 0.748
H -1.822 -1.895 1.064
H -0.610 -0.908 1.554
H -1.826 -0.295 0.560
H -3.511 1.154 0.836
H -3.133 0.943 -0.643
O -2.872 0.711 0.259
*
```

LUMO level = -8.27 eV
Max |F| = 4.19 eV Å⁻¹

Mulliken population analysis, charges in e, atoms 1 to 2: -0.564 -0.420

---

# 2
Here is a molecular structure, C3H12IN6O3 from the OMol25 dataset. Energies are from ωB97M-V/def2-TZVPD.

Geometry as ORCA input:
```
! wB97M-V def2-TZVPD RIJCOSX def2/J DEFGRID3
* xyz -1 1
I 1.679 -0.914 0.773
C -1.910 -0.356 0.859
O -3.054 -0.179 0.473
N -1.497 -0.107 2.079
N -0.955 -0.632 -0.060
H -2.160 0.260 2.747
H -0.552 -0.290 2.387
H 0.026 -0.807 0.105
H -1.449 -0.979 -0.870
C 0.674 -1.854 -2.371
O -0.204 -2.381 -1.683
N 0.924 -2.110 -3.602
N 1.526 -1.046 -1.894
H 0.255 -2.806 -3.898
H 1.410 -1.477 -4.221
H 2.143 -0.519 -2.496
H 1.641 -0.993 -0.892
C 0.374 2.142 2.097
O 0.735 2.175 3.277
N 0.515 1.164 1.308
N -0.214 3.151 1.444
H 0.119 1.332 0.395
H 0.916 0.267 1.540
H -0.273 4.037 1.927
H -0.672 2.918 0.575
*
```

LUMO level = 3.01 eV
Max |F| = 14.27 eV Å⁻¹

Mulliken population analysis, charges in e, atoms 1 to 2: -0.886 0.337

---

# 3
Here is a molecular structure, ClH4NSi from the OMol25 dataset. Energies are from ωB97M-V/def2-TZVPD.

Geometry as ORCA input:
```
! wB97M-V def2-TZVPD RIJCOSX def2/J DEFGRID3
* xyz 0 1
N 0.639 0.833 -0.611
Si -0.746 -0.064 0.981
Cl -2.165 1.284 1.134
H 0.763 1.751 -0.281
H -0.083 0.866 -1.313
H -0.230 -0.428 2.328
H -1.017 -1.001 -0.043
*
```

LUMO level = 0.56 eV
Max |F| = 4.98 eV Å⁻¹

Mulliken population analysis, charges in e, atoms 1 to 2: -0.729 0.613

---

# 4
Here is a molecular structure, C36H43N3O4ReSSeTe from the OMol25 dataset. Energies are from ωB97M-V/def2-TZVPD.

Geometry as ORCA input:
```
! wB97M-V def2-TZVPD RIJCOSX def2/J DEFGRID3
* xyz 1 1
Re 1.286 0.563 0.185
C 2.849 -1.552 1.411
C 2.448 -1.355 0.003
C 3.135 -0.206 -0.482
C 3.458 0.535 0.705
C 3.443 -0.418 1.834
H 2.584 -2.405 2.017
H 2.097 -2.150 -0.637
H 3.377 0.042 -1.506
H 4.010 1.463 0.700
H 3.746 -0.201 2.848
C -0.971 -4.445 -7.212
C -0.964 -3.449 -6.088
C -2.151 -2.993 -5.526
C -2.160 -2.079 -4.483
C -3.485 -1.623 -3.922
C -0.929 -1.628 -3.981
Te -1.221 -0.134 -2.512
N 0.567 0.437 -1.842
C 1.012 1.663 -2.137
O 1.733 2.115 -1.199
C 0.731 2.432 -3.356
C 0.482 1.788 -4.566
C 0.188 2.533 -5.697
C 0.144 3.918 -5.618
C 0.407 4.562 -4.415
C 0.707 3.823 -3.283
C -1.720 -1.197 -0.780
C -2.624 -0.547 0.070
C -3.398 0.699 -0.277
C -2.799 -1.067 1.347
C -2.105 -2.181 1.788
C -2.212 -2.642 3.210
C -1.275 -2.844 0.886
C -1.064 -2.382 -0.401
C -0.192 -3.189 -1.317
C 0.286 -2.068 -4.514
C 1.655 -1.681 -4.017
C 0.231 -2.972 -5.570
H -1.957 -4.526 -7.666
H -0.687 -5.433 -6.846
H -0.256 -4.166 -7.986
H -3.097 -3.352 -5.913
H -4.304 -2.116 -4.440
H -3.637 -0.546 -4.048
H -3.585 -1.863 -2.860
H 0.568 0.707 -4.645
H 0.008 2.035 -6.640
H -0.086 4.500 -6.500
H 0.379 5.642 -4.361
H 0.915 4.307 -2.338
H -3.533 0.856 -1.347
H -2.899 1.579 0.135
H -4.392 0.642 0.163
H -3.469 -0.553 2.026
H -3.140 -2.305 3.669
H -1.383 -2.226 3.788
H -2.157 -3.728 3.283
H -0.761 -3.745 1.204
H -0.794 -3.732 -2.050
H 0.378 -3.915 -0.744
H 0.514 -2.570 -1.867
H 1.639 -0.978 -3.191
H 2.243 -1.247 -4.827
H 2.187 -2.573 -3.682
H 1.168 -3.320 -5.993
C 0.591 2.887 2.944
S -0.213 1.474 2.294
O -1.412 1.219 3.021
O 0.800 0.357 2.265
O -0.398 1.724 0.811
H 0.949 2.614 3.938
H -0.139 3.694 2.975
H 1.430 3.132 2.297
C 3.415 3.020 8.038
N 1.999 2.713 7.940
C 1.032 3.202 8.798
C -0.146 2.689 8.400
N 0.110 1.889 7.302
C -0.902 1.142 6.576
C 1.435 1.903 7.011
Se 2.284 0.999 5.644
H 3.790 2.724 9.016
H 3.576 4.087 7.890
H 3.933 2.462 7.263
H 1.274 3.862 9.612
H -1.137 2.812 8.798
H -1.522 0.593 7.282
H -0.395 0.447 5.911
H -1.524 1.813 5.984
*
```

LUMO level (alpha / beta) = -2.67 / -2.72 eV
Max |F| = 0.39 eV Å⁻¹

Mulliken population analysis, charges in e, atoms 1 to 2: 1.632 -0.904

---

# 5
Here is 2 unconnected molecules or ions with the total composition C2H8N2 from the OMol25 dataset. Energies are from ωB97M-V/def2-TZVPD.

Geometry as ORCA input:
```
! wB97M-V def2-TZVPD RIJCOSX def2/J DEFGRID3
* xyz 1 2
C -2.293 0.786 -0.587
H -1.987 -0.240 -0.768
H -1.409 1.422 -0.572
H -2.998 1.072 -1.359
H -2.844 0.834 0.345
N 1.636 0.449 0.654
C 1.610 -0.774 0.128
N 1.090 -1.745 0.855
H 2.150 1.139 0.107
H 1.750 0.557 1.665
H 2.070 -0.844 -0.854
H 1.226 -2.656 0.386
*
```

LUMO level (alpha / beta) = -5.03 / -9.30 eV
⟨S²⟩ = 0.778
Max |F| = 1.83 eV Å⁻¹

Mulliken population analysis, charges in e, atoms 1 to 2: -0.908 0.197

---

# 6
Here is a molecular structure, C31H42BrFeN3P2 from the OMol25 dataset. Energies are from ωB97M-V/def2-TZVPD.

Geometry as ORCA input:
```
! wB97M-V def2-TZVPD RIJCOSX def2/J DEFGRID3
* xyz 2 5
C 2.261 4.314 -0.620
C 1.279 3.658 -1.403
C 1.410 3.668 -2.807
C 2.545 4.276 -3.368
N 3.494 4.823 -2.602
C 3.357 4.896 -1.275
C 0.168 3.004 -0.779
C -0.762 2.519 -0.096
C -2.036 2.288 0.560
C -2.427 1.100 1.242
C -3.724 0.958 1.727
C -4.601 2.014 1.591
C -4.258 3.237 0.994
C -2.976 3.362 0.479
Fe -0.615 -0.128 1.181
P 1.601 -0.486 0.130
H 0.625 3.250 -3.429
H 2.131 4.408 0.454
H 2.678 4.274 -4.454
H 4.139 5.390 -0.690
H -2.671 4.292 -0.002
H -1.949 0.141 1.669
H -4.978 4.048 0.952
H -3.984 0.036 2.241
C 2.362 -2.166 0.387
C 3.582 -2.559 -0.458
H 1.548 -2.889 0.219
H 2.614 -2.227 1.457
H 3.847 -3.602 -0.235
H 3.392 -2.500 -1.538
H 4.473 -1.961 -0.218
C 1.899 -0.124 -1.668
C 3.285 0.399 -2.054
H 1.136 0.619 -1.939
H 1.667 -1.028 -2.251
H 3.351 0.526 -3.142
H 3.482 1.382 -1.605
H 4.097 -0.290 -1.784
C 2.734 0.675 1.006
C 4.215 0.298 1.033
H 2.344 0.742 2.033
H 2.577 1.668 0.559
H 4.764 1.051 1.611
H 4.386 -0.674 1.511
H 4.668 0.288 0.035
Br -6.337 1.678 2.355
P -1.717 -1.498 -1.020
C -0.639 -2.433 -2.149
C -1.149 -3.712 -2.794
H 0.293 -2.644 -1.607
H -0.396 -1.700 -2.928
H -0.315 -4.124 -3.374
H -1.461 -4.477 -2.076
H -1.973 -3.541 -3.494
C -2.790 -2.731 -0.196
C -4.145 -3.096 -0.806
H -2.924 -2.368 0.841
H -2.132 -3.617 -0.155
H -4.627 -3.748 -0.064
H -4.801 -2.227 -0.982
H -4.025 -3.670 -1.739
C -2.684 -0.420 -2.123
C -3.188 -0.927 -3.474
H -2.057 0.469 -2.291
H -3.521 -0.096 -1.492
H -3.772 -0.107 -3.909
H -2.381 -1.163 -4.178
H -3.852 -1.796 -3.399
N 1.817 -3.809 5.636
C 1.255 -2.846 5.270
C 0.580 -1.627 4.853
C 0.411 -0.576 5.785
C -0.068 0.646 5.285
C -0.429 0.752 3.926
N -0.353 -0.312 3.074
C 0.174 -1.488 3.519
H 0.671 -0.725 6.852
H -0.124 1.518 5.945
H -0.759 1.709 3.496
H 0.286 -2.270 2.761
*
```

LUMO level (alpha / beta) = -6.43 / -7.18 eV
⟨S²⟩ = 6.017
Max |F| = 5.99 eV Å⁻¹

Mulliken population analysis, charges in e, atoms 1 to 2: -0.173 0.669